51
Properties=species:S:1:pos:R:3:mulliken_charge:R:1 method="wB97M-V/def2-TZVPD" charge=-1 largest_force_ev_per_a=3.00 e_homo_ev=-3.18
Sn 0.32255 0.44531 0.46068 1.232
C 2.66186 0.61358 0.90390 -0.756
C 2.88884 -0.27201 -0.21308 -1.211
C 2.88417 0.51259 -1.38561 -0.068
H 3.09231 -1.34101 -0.14308 0.472
C 2.63721 1.87207 -1.04196 -0.835
C 2.50065 1.95977 0.36378 -0.654
H 2.40133 2.86555 0.96485 0.441
H 2.83514 0.36377 1.95271 0.878
H 3.10840 0.14315 -2.38619 0.685
H 2.61423 2.70439 -1.74621 0.387
C -2.18375 0.56234 0.62841 -1.052
C -1.62143 1.83535 1.04687 -0.411
C -1.40882 2.62018 -0.14359 -1.256
H -1.59385 2.20087 2.06989 0.793
C -1.82514 1.84482 -1.25846 -0.093
C -2.31063 0.59442 -0.79004 -0.537
H -2.77726 -0.17415 -1.40336 0.362
H -2.57018 -0.20402 1.29731 0.531
H -1.05989 3.65242 -0.17118 0.381
H -1.85792 2.18526 -2.29082 0.551
O 0.12108 -0.64369 -2.32399 -0.059
C 0.01133 -0.31011 -3.74743 1.629
C 0.67961 -1.63245 -4.18484 -0.905
C 0.77338 0.94522 -4.07256 -1.517
C -1.43303 -0.22739 -4.18677 -1.691
C 0.67252 -1.94963 -2.69730 -0.546
H 1.67697 -1.49821 -4.60487 0.324
H 0.04265 -2.27755 -4.79127 0.337
H -0.02376 -2.74751 -2.41748 0.293
H 1.66545 -2.08982 -2.26240 0.182
H 0.70375 1.16541 -5.14595 0.453
H 1.83080 0.84785 -3.81968 0.297
H 0.37008 1.80134 -3.51717 0.113
H -1.49886 -0.36177 -5.27676 0.444
H -1.86088 0.75163 -3.93441 0.248
H -2.02845 -1.01860 -3.71514 0.347
Br 0.69684 1.25454 3.30305 -0.141
C -0.24817 -0.11577 4.31350 0.415
C -0.69702 0.23497 5.58717 -0.595
C -1.44771 -0.67004 6.34462 -0.546
C -1.77504 -1.91726 5.78965 -0.458
C -1.30650 -2.27679 4.52575 -0.508
C -0.51820 -1.37732 3.78873 0.965
C 0.18266 -1.84026 2.52814 -0.223
O 1.14718 -2.58662 2.67118 -0.640
O -0.30247 -1.40883 1.37624 -0.550
H -0.46187 1.22334 5.97440 0.373
H -1.78221 -0.38991 7.34592 0.347
H -2.39511 -2.61919 6.34606 0.349
H -1.53279 -3.25023 4.08884 0.421